This record from the OMol25 dataset describes 10 unconnected molecules or ions with the total composition C31H77FO13SSi. The level of theory is wB97M-V/def2-TZVPD.

- lowest unoccupied orbital energy (Ha) = -0.026
- DFT total energy (Eh) = -2992.86054
- largest force on an atom (eV/A) = 6.8
- HOMO-LUMO gap (eV) = 8.97
- HOMO (eV) = -9.685
- structure (SMILES) = C#C[Si@@](O)(CC=O)S(=O)(=O)F.CC(C)O.CC(C)O.CC(C)O.CC(C)O.CC(C)O.CC(C)O.CC(C)O.CC(C)O.CC(C)O

Last column: Mulliken charge in e.
Element x y z (Å)
C -2.436 -6.704 -1.535  0.33
C -1.972 -5.671 -2.228  -0.46
Si -1.587 -3.938 -3.001  0.44
O -0.211 -4.069 -4.051  -0.60
C -3.180 -3.430 -3.996  0.17
C -4.472 -3.399 -2.984  0.03
O -5.426 -4.278 -3.043  -0.50
S -1.216 -2.560 -1.326  1.10
O -2.281 -1.493 -1.423  -0.52
O -1.292 -3.367 -0.056  -0.55
F 0.332 -1.911 -1.503  -0.27
H -3.118 -7.406 -0.892  0.08
H -0.328 -4.812 -4.694  0.35
H -3.056 -2.388 -4.509  0.39
H -3.398 -4.279 -4.761  -0.29
H -4.556 -2.575 -2.185  0.24
C -4.676 1.349 1.448  -1.13
C -3.567 0.931 2.400  0.40
C -2.246 1.587 2.031  -1.15
O -3.422 -0.487 2.361  -0.50
H -4.445 1.046 0.421  0.22
H -5.618 0.861 1.717  0.25
H -4.826 2.432 1.466  0.41
H -3.838 1.203 3.425  0.27
H -1.931 1.293 1.024  0.37
H -1.454 1.269 2.715  0.24
H -2.323 2.677 2.068  0.35
H -3.183 -0.740 1.457  0.28
C -5.311 -7.168 1.898  -1.16
C -5.878 -7.709 0.595  0.50
C -7.305 -8.202 0.773  -1.37
O -5.060 -8.784 0.132  -0.56
H -5.286 -7.948 2.667  0.35
H -4.281 -6.829 1.758  0.31
H -5.908 -6.331 2.270  0.31
H -5.851 -6.928 -0.171  0.25
H -7.349 -9.018 1.502  0.34
H -7.695 -8.599 -0.169  0.34
H -7.961 -7.396 1.111  0.36
H -5.076 -9.482 0.803  0.35
C 0.928 3.838 4.073  -0.98
C -0.279 4.666 4.483  0.19
C -0.349 4.834 5.993  -1.33
O -1.469 4.028 4.022  -0.49
H 0.877 2.832 4.503  0.29
H 0.959 3.715 2.986  0.23
H 1.859 4.310 4.399  0.44
H -0.230 5.649 4.006  0.29
H -0.444 3.863 6.490  0.32
H -1.228 5.421 6.274  0.34
H 0.544 5.335 6.376  0.38
H -1.522 3.157 4.440  0.32
C 3.939 1.140 4.048  -1.03
C 4.712 1.826 5.162  0.55
C 5.543 0.829 5.956  -1.44
O 3.798 2.483 6.038  -0.55
H 3.243 0.398 4.454  0.45
H 3.338 1.867 3.494  0.06
H 4.614 0.640 3.349  0.33
H 5.366 2.593 4.738  0.18
H 4.903 0.076 6.428  0.35
H 6.084 1.334 6.761  0.35
H 6.266 0.319 5.314  0.37
H 3.215 1.811 6.419  0.36
C 3.752 4.436 0.618  -1.36
C 4.864 4.020 1.568  0.80
C 6.183 4.678 1.198  -1.31
O 5.014 2.601 1.527  -0.49
H 3.982 4.135 -0.409  0.32
H 2.812 3.946 0.888  0.33
H 3.601 5.519 0.638  0.35
H 4.592 4.290 2.593  0.18
H 6.498 4.385 0.193  0.23
H 6.976 4.360 1.882  0.32
H 6.104 5.768 1.236  0.34
H 5.254 2.352 0.624  0.32
C 8.685 1.869 -2.270  -1.24
C 9.458 2.555 -1.154  0.34
C 10.289 1.558 -0.362  -1.26
O 8.544 3.211 -0.279  -0.42
H 7.990 1.125 -1.864  0.31
H 8.083 2.595 -2.823  0.27
H 9.361 1.369 -2.969  0.41
H 10.111 3.323 -1.578  0.28
H 9.651 0.804 0.110  0.33
H 10.830 2.063 0.443  0.31
H 11.014 1.049 -1.004  0.39
H 7.961 2.538 0.102  0.26
C -5.977 -4.911 -7.406  -1.24
C -4.604 -5.561 -7.355  0.51
C -4.511 -6.736 -8.317  -1.39
O -4.343 -6.014 -6.028  -0.49
H -6.757 -5.622 -7.116  0.32
H -6.033 -4.076 -6.702  0.30
H -6.200 -4.537 -8.409  0.38
H -3.836 -4.821 -7.604  0.26
H -5.240 -7.510 -8.059  0.35
H -3.523 -7.201 -8.261  0.34
H -4.690 -6.417 -9.347  0.38
H -5.017 -6.670 -5.798  0.30
C -7.824 -2.117 -0.851  -1.26
C -7.055 -1.433 0.266  0.62
C -6.229 -2.430 1.062  -1.02
O -7.971 -0.775 1.140  -0.58
H -8.521 -2.859 -0.447  0.34
H -8.423 -1.390 -1.407  0.37
H -7.147 -2.620 -1.547  0.17
H -6.399 -0.665 -0.156  0.14
H -6.871 -3.182 1.533  0.34
H -5.690 -1.925 1.869  0.31
H -5.503 -2.941 0.423  0.21
H -8.555 -1.447 1.519  0.37
C 4.893 8.191 -2.561  -1.35
C 6.006 7.774 -1.612  0.53
C 7.325 8.433 -1.982  -1.40
O 6.157 6.357 -1.654  -0.44
H 5.123 7.890 -3.589  0.35
H 3.954 7.700 -2.291  0.32
H 4.741 9.273 -2.540  0.38
H 5.735 8.043 -0.587  0.25
H 7.640 8.141 -2.989  0.35
H 8.118 8.116 -1.299  0.33
H 7.246 9.523 -1.943  0.39
H 6.398 6.108 -2.558  0.29



This record from the OMol25 dataset describes 2 unconnected molecules or ions with the total composition C3H13N3O. The level of theory is wB97M-V/def2-TZVPD.

- lowest unoccupied orbital energy (Ha) = 0.032
- DFT total energy (Eh) = -361.53794
- largest force on an atom (eV/A) = 4.1
- HOMO-LUMO gap (eV) = 9.56
- HOMO (eV) = -8.681
- structure (SMILES) = NCCNCN.O

Last column: Mulliken charge in e.
Element x y z (Å)
C -0.721 -1.414 -0.120  -0.88
N 0.071 -0.296 0.253  -0.17
C 0.767 -0.531 1.545  -0.46
N 1.607 0.631 1.925  -0.61
C -1.564 -0.857 -1.333  -0.63
N -2.315 0.301 -1.013  -0.54
H -1.492 -1.736 0.649  0.32
H -0.151 -2.236 -0.442  0.44
H -0.471 0.441 -0.158  0.41
H 1.314 -1.523 1.292  0.21
H 0.105 -0.836 2.328  0.34
H 2.384 0.794 1.289  0.31
H 1.220 1.581 2.019  0.26
H -1.009 -0.653 -2.268  0.32
H -2.144 -1.802 -1.612  0.34
H -2.940 0.556 -1.820  0.23
H -2.869 0.272 -0.221  0.14
H 1.670 0.986 -0.747  0.37
H 1.334 2.180 -1.315  0.28
O 2.076 1.792 -0.963  -0.67



This record from the OMol25 dataset describes 4 unconnected molecules or ions with the total composition C5H10S. The level of theory is wB97M-V/def2-TZVPD.

- lowest unoccupied orbital energy (Ha) = 0.018
- DFT total energy (Eh) = -594.41148
- largest force on an atom (eV/A) = 5.2
- HOMO-LUMO gap (eV) = 9.41
- HOMO (eV) = -8.909

Last column: Mulliken charge in e.
Element x y z (Å)
C 2.169 -0.586 -0.136  -0.90
C 0.945 0.258 -0.046  -0.71
C -0.144 -0.530 0.677  -0.02
C -1.461 -0.170 0.475  -0.31
C -1.850 0.936 -0.370  -0.74
H 3.178 0.067 -0.337  0.27
H 2.156 -1.304 0.889  0.22
H 1.978 -1.295 -1.120  0.20
H 1.137 1.429 0.234  0.32
H 0.531 0.446 -1.062  0.31
H 0.262 -0.986 1.542  0.54
H -2.178 -0.092 1.329  0.34
H -2.507 0.281 -1.593  0.22
H -2.606 1.758 0.566  0.25
H -0.499 1.676 -0.821  0.20
S -1.110 -1.887 -0.227  -0.20



This record from the OMol25 dataset describes 4 unconnected molecules or ions with the total composition C4H10N4. The level of theory is wB97M-V/def2-TZVPD.

- lowest unoccupied orbital energy (Ha) = -0.026
- DFT total energy (Eh) = -376.88289
- largest force on an atom (eV/A) = 6.2
- HOMO-LUMO gap (eV) = 7.46
- HOMO (eV) = -8.180

Last column: Mulliken charge in e.
Element x y z (Å)
C 0.047 1.766 -0.282  -0.71
C 0.463 -0.779 -0.042  0.55
C -1.808 -0.779 0.839  -0.46
C -1.848 -0.564 -0.776  -0.09
H -1.512 1.476 -1.135  0.51
H 1.302 2.028 -1.449  0.18
H -0.165 2.576 1.022  0.21
H 1.548 0.473 1.078  0.40
H 2.813 -0.911 0.927  0.26
H 3.778 -0.767 -0.528  0.27
H -2.431 -1.683 1.220  0.22
H -1.626 0.007 1.464  0.37
H -1.852 0.742 -0.898  -0.35
H -2.714 -0.960 -1.613  0.25
N 0.481 0.541 0.676  -0.31
N 1.520 -1.363 -0.416  -0.48
N 2.796 -0.528 -0.012  -0.64
N -0.791 -1.275 -0.074  -0.18



This record from the OMol25 dataset describes a gas-phase ion, C3H8ClN2 (charge +1). The level of theory is wB97M-V/def2-TZVPD.

- lowest unoccupied orbital energy (Ha) = -0.129
- DFT total energy (Eh) = -688.53730
- net charge = +1
- largest force on an atom (eV/A) = 6.7
- HOMO-LUMO gap (eV) = 11.58
- HOMO (eV) = -15.079
- structure (SMILES) = C/[NH+]=C(\N)CCl

Last column: Mulliken charge in e.
Element x y z (Å)
C -0.174 -0.418 0.191  0.69
C 1.424 1.346 -0.045  -1.09
C -1.725 -0.925 -0.003  -0.58
N 0.691 -1.342 0.030  -0.26
N 0.047 0.850 0.174  -0.09
Cl -2.912 0.436 0.056  -0.16
H 2.090 1.260 0.959  0.36
H 1.247 2.478 -0.116  0.32
H 1.933 0.984 -0.952  0.41
H -1.835 -1.205 -1.141  0.33
H -2.169 -1.747 0.649  0.39
H 0.422 -2.281 -0.101  0.24
H 1.585 -0.916 -0.065  0.23
H -0.625 1.481 0.363  0.21



This record from the OMol25 dataset describes a molecular structure, C18H31GeIO9PtS2. The level of theory is wB97M-V/def2-TZVPD.

- spin multiplicity = 6
- lowest unoccupied orbital energy (spin up / spin down) (Ha) = -0.090 / -0.233
- DFT total energy (Eh) = -4671.57764
- net charge = +1
- largest force on an atom (eV/A) = 0.4
- HOMO-LUMO gap (spin up / spin down) (eV) = 10.25 / 6.41
- HOMO (spin up / spin down) (eV) = -12.710 / -12.755
- <S²> = 8.770

Last column: Mulliken charge in e.
Element x y z (Å)
Pt -0.254 -0.410 0.318  3.00
C -2.403 3.594 -0.449  -1.68
C -2.380 2.086 -0.619  1.48
C -2.498 1.668 -2.074  -1.48
C -3.426 1.419 0.256  -1.51
O -1.066 1.644 -0.100  -0.30
Ge 0.560 2.089 -0.810  0.03
O 1.477 1.589 0.620  -0.07
C 2.391 2.302 1.508  1.17
C 1.569 3.237 2.378  -1.44
C 3.394 3.056 0.651  -1.57
C 3.060 1.208 2.325  -1.38
O 0.610 0.519 -1.704  -0.30
C 1.752 0.088 -2.550  1.44
C 2.783 -0.591 -1.666  -1.01
C 1.158 -0.843 -3.589  -1.59
C 2.318 1.344 -3.195  -1.75
H -3.365 3.988 -0.776  0.46
H -2.253 3.868 0.595  0.37
H -1.632 4.073 -1.061  0.37
H -3.480 1.942 -2.460  0.56
H -1.752 2.179 -2.689  0.34
H -2.370 0.592 -2.177  0.18
H -4.419 1.725 -0.074  0.47
H -3.364 0.334 0.186  0.18
H -3.309 1.731 1.295  0.32
H 1.003 3.940 1.760  0.33
H 0.872 2.667 2.993  0.22
H 2.216 3.819 3.034  0.49
H 2.904 3.841 0.067  0.41
H 4.141 3.538 1.282  0.48
H 3.914 2.373 -0.023  0.30
H 2.308 0.600 2.828  0.21
H 3.661 0.561 1.686  0.35
H 3.711 1.648 3.080  0.48
H 2.360 -1.457 -1.159  0.13
H 3.614 -0.939 -2.281  0.55
H 3.178 0.105 -0.925  -0.04
H 0.774 -1.747 -3.123  0.23
H 0.352 -0.345 -4.128  0.36
H 1.925 -1.130 -4.309  0.47
H 2.745 2.023 -2.446  0.39
H 3.129 1.078 -3.873  0.50
H 1.556 1.869 -3.775  0.37
O -1.937 -1.365 -0.713  -0.68
S -1.223 -2.685 -0.882  1.31
O -1.570 -3.397 -2.058  -0.64
O 0.214 -2.313 -0.737  -0.69
C -1.678 -3.627 0.548  0.50
C -2.873 -4.313 0.387  -0.94
C -3.439 -5.007 1.447  -0.67
C -2.807 -5.000 2.675  -0.65
C -1.604 -4.324 2.838  -0.61
C -1.019 -3.632 1.786  -0.03
S 0.650 -3.051 2.173  1.51
O 1.560 -3.692 1.289  -0.64
O 0.791 -3.156 3.588  -0.68
O 0.691 -1.495 1.876  -0.74
H -3.358 -4.306 -0.580  0.50
H -4.365 -5.546 1.300  0.43
H -3.230 -5.530 3.518  0.42
H -1.098 -4.350 3.791  0.60
I -1.168 -0.085 2.931  0.19